No. 1
Molecular formula: C6H10O
Method: DFT, ωB97M-V/def2-TZVPD

## Properties
- Molecular weight: 98.1 g/mol

Atoms and positions in Å:
C: -1.3379 0.8540 -1.0329
C: -0.3258 0.2243 -0.0909
C: 1.0986 -0.0174 -0.6409
C: 1.3436 -0.4743 0.8068
C: 0.4251 0.7025 1.2115
O: 0.5279 -1.6322 0.9698
C: -0.6581 -1.2304 0.2824
H: -1.3031 0.2461 -1.9495
H: -1.0813 1.8777 -1.3173
H: -2.3799 0.8354 -0.6916
H: 1.1623 -0.7310 -1.4635
H: 1.6322 0.9094 -0.8735
H: 2.3327 -0.6691 1.2227
H: 0.9558 1.6547 1.0950
H: -0.0686 0.6562 2.1856
H: -0.7850 -1.8253 -0.6336
H: -1.5385 -1.3804 0.9200

---

No. 2
Molecular formula: C49H59GeI2NO4SeSn
Method: DFT, ωB97M-V/def2-TZVPD

## Properties
- Molecular weight: 1250.1 g/mol
- Net charge: -2

Atoms and positions in Å:
Sn: -0.8211 0.3357 -1.4363
C: 7.0730 -1.4950 -3.3207
C: 5.9161 -2.1230 -2.5398
C: 5.6119 -3.4926 -3.1620
C: 6.3688 -2.3174 -1.0851
C: 4.6477 -1.2611 -2.5519
C: 3.5313 -1.7086 -1.9498
C: 2.3205 -0.9165 -1.9257
N: 1.2040 -1.2096 -1.3558
C: 0.9055 -2.2918 -0.5631
C: 1.8119 -2.9987 0.2253
C: 1.3968 -4.0480 1.0144
C: 0.0271 -4.3559 1.0022
C: -0.9403 -3.6472 0.3143
C: -0.5033 -2.5518 -0.5015
O: -1.2882 -1.7991 -1.1758
C: -2.4081 -4.0872 0.5105
C: -2.5815 -5.4807 -0.1127
C: -2.7001 -4.1780 2.0183
C: -3.4874 -3.1729 -0.0877
C: 2.4075 -4.7787 1.8987
C: 3.5583 -5.3175 1.0355
C: 1.7831 -5.9593 2.6431
C: 2.9771 -3.8030 2.9385
C: 2.2866 0.3496 -2.7224
O: 1.2298 0.9494 -2.8274
C: 3.5420 0.8165 -3.3605
C: 4.6307 0.0347 -3.2252
C: 3.5493 2.1390 -4.1200
C: 2.5524 2.0855 -5.2931
C: 3.1909 3.2995 -3.1715
C: 4.9380 2.4148 -4.6970
H: 7.9431 -2.1529 -3.2636
H: 7.3633 -0.5257 -2.9106
H: 6.8251 -1.3588 -4.3758
H: 6.5166 -4.1076 -3.1789
H: 5.2499 -3.3826 -4.1864
H: 4.8517 -4.0320 -2.5953
H: 7.2786 -2.9244 -1.0481
H: 5.5984 -2.8209 -0.4984
H: 6.5737 -1.3564 -0.6084
H: 3.5089 -2.6911 -1.4993
H: 2.8390 -2.6597 0.2830
H: -0.3068 -5.1875 1.6114
H: -1.8930 -6.2072 0.3278
H: -2.3924 -5.4414 -1.1878
H: -3.6042 -5.8394 0.0419
H: -2.0793 -4.9218 2.5236
H: -3.7467 -4.4549 2.1754
H: -2.5264 -3.2121 2.4979
H: -3.4233 -3.1037 -1.1689
H: -3.4293 -2.1545 0.2927
H: -4.4632 -3.5939 0.1847
H: 3.1786 -5.9899 0.2627
H: 4.2810 -5.8642 1.6502
H: 4.0920 -4.5055 0.5368
H: 1.3587 -6.6920 1.9522
H: 0.9915 -5.6343 3.3219
H: 2.5493 -6.4610 3.2399
H: 3.4833 -2.9634 2.4588
H: 3.6990 -4.3085 3.5888
H: 2.1779 -3.3914 3.5582
H: 5.5519 0.3589 -3.6887
H: 1.5315 1.9273 -4.9562
H: 2.8215 1.2889 -5.9942
H: 2.5896 3.0365 -5.8317
H: 2.1666 3.2469 -2.8194
H: 3.3258 4.2478 -3.6988
H: 3.8405 3.3097 -2.2928
H: 5.2590 1.6322 -5.3918
H: 5.6935 2.5156 -3.9124
H: 4.9066 3.3574 -5.2464
Se: -2.0497 0.4254 -3.4832
I: 0.2185 2.7175 -0.4000
I: 1.5710 5.8233 0.7797
O: -0.2871 -0.1573 0.9469
C: -1.4465 0.2305 1.2061
O: -2.2852 0.4650 0.2771
C: -1.8249 0.5363 2.6382
C: -2.0707 2.0290 2.9035
Ge: -3.4372 3.1745 2.0482
C: -5.2177 2.6667 2.7308
C: -5.4527 1.4401 3.3498
C: -6.7233 1.0743 3.7810
C: -7.7917 1.9390 3.5995
C: -7.5815 3.1644 2.9790
C: -6.3108 3.5165 2.5482
C: -2.9622 4.9167 2.8295
C: -3.7335 5.5734 3.7878
C: -3.3188 6.7798 4.3403
C: -2.1173 7.3513 3.9426
C: -1.3293 6.7075 2.9984
C: -1.7472 5.4995 2.4551
C: -3.6783 3.3972 0.1313
C: -3.0062 4.3792 -0.5907
C: -3.2214 4.5283 -1.9547
C: -4.1121 3.6972 -2.6124
C: -4.7951 2.7180 -1.9034
C: -4.5814 2.5751 -0.5435
H: -1.0006 0.1993 3.2673
H: -2.6990 -0.0727 2.8871
H: -1.1289 2.5639 2.7486
H: -2.3150 2.1606 3.9639
H: -4.6326 0.7469 3.4984
H: -6.8762 0.1093 4.2504
H: -8.7850 1.6573 3.9301
H: -8.4127 3.8427 2.8213
H: -6.1701 4.4677 2.0430
H: -4.6735 5.1419 4.1178
H: -3.9374 7.2722 5.0833
H: -1.7960 8.2959 4.3679
H: -0.3841 7.1227 2.6681
H: -1.0880 5.0272 1.7290
H: -2.2790 5.0234 -0.1105
H: -2.6519 5.2681 -2.5041
H: -4.2421 3.7789 -3.6845
H: -5.4547 2.0331 -2.4205
H: -5.0927 1.7798 -0.0112

---

Number 1: LUMO 0.94 eV, energy -309.802299 a.u.. Number 2: LUMO 2.48 eV, energy -7546.545604 a.u..